ORCA calculation (ωB97M-V/def2-TZVPD) on a structure of composition C40H24Cl9N2O2P2S2W.

Structure (XYZ):
```
82
C40H24Cl9N2O2P2S2W | the OMol25 dataset | ωB97M-V/def2-TZVPD
W -0.558 0.249 -0.047
S 1.790 0.342 -1.280
P 0.535 -0.116 -2.805
C -0.939 -0.618 -2.047
P -0.875 -2.243 -1.409
S 0.459 -2.137 0.120
C -2.510 -2.667 -0.799
C -3.630 -2.028 -1.320
C -4.897 -2.353 -0.844
C -5.037 -3.314 0.146
C -3.915 -3.959 0.663
C -2.653 -3.637 0.192
C -0.461 -3.569 -2.545
C 0.814 -4.122 -2.581
C 1.094 -5.148 -3.473
C 0.107 -5.612 -4.330
C -1.169 -5.057 -4.301
C -1.456 -4.036 -3.409
C 0.176 1.324 -3.836
C -1.127 1.622 -4.220
C -1.371 2.687 -5.083
C -0.317 3.455 -5.551
C 0.990 3.155 -5.172
C 1.236 2.087 -4.326
C 1.291 -1.243 -3.974
C 0.541 -1.774 -5.026
C 1.151 -2.623 -5.935
C 2.507 -2.923 -5.808
C 3.252 -2.388 -4.769
C 2.638 -1.552 -3.843
H -3.503 -1.255 -2.070
H -5.768 -1.844 -1.239
H -6.021 -3.560 0.524
H -4.026 -4.702 1.444
H -1.778 -4.117 0.617
H 1.586 -3.749 -1.918
H 2.085 -5.583 -3.499
H 0.328 -6.416 -5.022
H -1.940 -5.426 -4.965
H -2.453 -3.615 -3.378
H -1.943 1.016 -3.844
H -2.386 2.915 -5.384
H -0.507 4.285 -6.220
H 1.815 3.747 -5.547
H 2.256 1.852 -4.042
H -0.511 -1.532 -5.130
H 0.575 -3.048 -6.748
H 2.982 -3.581 -6.526
H 4.303 -2.626 -4.671
H 3.206 -1.153 -3.009
Cl 1.445 0.251 1.860
C 0.327 1.403 2.552
C -0.683 1.759 1.705
C -1.556 2.724 2.195
Cl -2.791 3.477 1.228
C -1.406 3.225 3.503
Cl -2.481 4.415 4.118
C -0.370 2.786 4.331
Cl -0.175 3.397 5.920
C 0.536 1.860 3.837
Cl 1.870 1.300 4.759
Cl -7.143 0.592 1.535
C -5.466 0.239 1.535
C -4.916 -0.559 2.573
Cl -5.931 -1.159 3.820
C -3.573 -0.883 2.574
Cl -2.830 -1.869 3.760
C -2.804 -0.390 1.528
O -1.520 -0.697 1.302
C -3.320 0.417 0.551
O -2.420 0.778 -0.361
C -4.672 0.729 0.516
Cl -5.264 1.687 -0.779
N 0.435 4.373 -1.057
C -0.866 4.385 -1.533
C -1.304 3.115 -1.410
N -0.285 2.332 -0.900
C 0.744 3.129 -0.684
H 1.063 5.158 -1.014
H -1.341 5.274 -1.907
H -2.263 2.696 -1.658
H 1.701 2.847 -0.288
```

Calculated values
Net charge ... +1
E_LUMO ... -4.51 eV
Max |F| ... 1.4 eV/A
Energy above the lowest of the compared OMol25 structures with the same formula, charge and spin ... 97.2 kJ/mol
Gap between HOMO and LUMO ... 6.27 eV
E_tot ... -7486.45621 Ha

These are the Mulliken partial charges, in e, on atoms 1 to 4: -0.13 -0.61 1.27 -1.87